(1)
C18H16BeClIN2O as an isolated structure. Source: OMol25; level of theory: the ωB97M-V functional and the def2-TZVPD basis.

- Total energy: -1652.73019 hartree
- HOMO level (alpha / beta): -7.095 / -6.939 eV
- Largest force on an atom: 0.05770 Eh/bohr
- Frontier orbital gap (alpha / beta): 7.211 / 6.806 eV

ORCA input file:
```
! wB97M-V def2-TZVPD RIJCOSX def2/J DEFGRID3
* xyz 0 1
Be 0.59 -1.20 -1.39
Cl 0.40 3.26 2.94
C 0.34 1.61 2.05
C -0.03 -0.38 2.82
C 1.96 -1.55 2.10
I 2.95 -2.53 3.68
C 0.43 -1.53 1.99
O 0.56 -2.13 -0.27
C 1.26 0.10 0.33
N 1.66 -0.11 -1.03
C 1.83 1.02 -1.84
C 1.62 2.29 -1.49
C 1.07 2.61 -0.14
C 0.82 1.56 0.63
H -0.14 -0.80 3.79
H 2.15 0.77 -2.85
H 1.80 3.09 -2.20
H 1.07 3.64 0.12
C -1.29 0.29 -2.54
N -1.08 -1.08 -2.06
C -1.77 -2.09 -2.97
C -1.82 -1.27 -0.83
C -1.24 -0.60 0.35
C -1.81 0.32 1.10
C -0.99 0.73 2.34
C 1.19 0.52 2.69
C 2.15 -0.19 1.67
C 0.20 -1.14 0.62
H -2.28 0.66 -2.36
H -1.13 0.34 -3.60
H -0.62 1.04 -2.11
H -2.85 -2.08 -2.80
H -1.41 -3.03 -2.57
H -1.47 -1.84 -3.99
H -1.72 -2.36 -0.62
H -2.88 -1.03 -0.92
H -2.83 0.65 0.97
H -1.55 1.25 3.10
H 1.75 0.79 3.55
H 3.09 0.37 1.72
*
```

Mulliken population analysis, charges in e, atoms 1 to 5: number 1, Be, carries -1.098; number 2, Cl, carries -0.266; number 3, C, carries 0.618; number 4, C, carries -0.479; number 5, C, carries -1.128

=====

(2)
C18H16Br2HfN9O7S as an isolated structure. Source: OMol25; level of theory: the ωB97M-V functional and the def2-TZVPD basis.

- Total energy: -7309.28434 hartree
- Energy relative to the best compared isomer or geometry (same formula, charge and spin): 55.0 kJ/mol
- HOMO level: -10.878 eV
- Largest force on an atom: 0.07735 Eh/bohr
- Frontier orbital gap: 6.852 eV

ORCA input file:
```
! wB97M-V def2-TZVPD RIJCOSX def2/J DEFGRID3
* xyz 1 1
Hf 0.13 0.35 0.10
Br 0.16 5.15 -1.33
C -0.89 3.79 -2.12
C -1.48 4.01 -3.30
C -1.91 2.93 -4.09
Br -2.68 3.42 -5.72
C -1.99 1.58 -3.54
C -2.38 0.41 -4.19
C -2.61 -0.75 -3.42
C -2.20 -0.79 -2.12
N -1.61 0.25 -1.51
C -1.62 1.45 -2.15
C -0.96 2.57 -1.43
O -0.46 2.35 -0.25
H -1.54 5.03 -3.68
H -2.54 0.48 -5.26
H -3.22 -1.62 -3.76
H -2.48 -1.65 -1.53
C 1.76 -4.54 -1.01
C 0.57 -4.17 -0.20
N 0.00 -4.93 0.72
N -1.01 -4.16 1.21
C -1.03 -2.90 0.69
S -1.93 -1.55 1.19
N -0.09 -2.93 -0.26
N 0.43 -1.77 -0.96
H 2.02 -5.57 -0.85
H 2.65 -3.94 -0.80
H 1.55 -4.26 -2.05
H -1.51 -4.41 2.08
H 1.48 -1.84 -1.05
H 0.05 -1.80 -1.89
N 1.96 1.85 0.54
N 3.11 1.33 -0.21
C 2.62 0.22 -1.01
O 3.30 -0.79 -1.16
O 1.41 0.39 -1.51
H 1.76 2.82 0.26
H 2.28 1.93 1.54
H 3.89 0.94 0.36
O 1.79 0.04 5.75
C 0.76 0.85 5.61
O 0.28 1.55 6.50
C 0.15 1.03 4.30
C -0.79 2.08 4.05
N -1.09 1.98 2.76
N -0.43 0.96 2.14
C 0.32 0.39 3.10
C 1.37 -0.64 2.67
O 2.11 -1.21 3.46
O 1.39 -0.82 1.36
H 2.03 -0.43 4.92
H -1.19 2.74 4.80
H -1.70 2.60 2.24
*
```

Mulliken population analysis, charges in e, atoms 1 to 5: number 1, Hf, carries 1.572; number 2, Br, carries -0.161; number 3, C, carries -0.182; number 4, C, carries -0.420; number 5, C, carries -0.040

=====

(3)
C18H16BrN2O8P2Pd as an isolated structure. Source: OMol25; level of theory: the ωB97M-V functional and the def2-TZVPD basis.

- Total energy: -4791.88208 hartree
- Energy relative to the best compared isomer or geometry (same formula, charge and spin): 222.9 kJ/mol
- HOMO level (alpha / beta): -5.271 / -5.199 eV
- Largest force on an atom: 0.03765 Eh/bohr
- Frontier orbital gap (alpha / beta): 7.087 / 6.970 eV

ORCA input file:
```
! wB97M-V def2-TZVPD RIJCOSX def2/J DEFGRID3
* xyz -1 1
Pd -0.64 -0.17 0.94
O -3.82 -2.45 -3.04
C -2.65 -1.93 -2.61
C -2.29 -0.61 -2.87
C -1.09 -0.15 -2.35
N -0.28 -0.90 -1.61
C -0.64 -2.15 -1.39
Br 0.47 -3.16 -0.22
C -1.80 -2.74 -1.87
H -4.35 -1.75 -3.43
H -2.94 0.05 -3.42
H -0.78 0.87 -2.50
H -2.06 -3.76 -1.63
O 1.83 0.50 4.19
P 0.83 0.44 2.95
O -0.36 -0.44 3.25
O 1.55 0.03 1.69
O 0.31 1.93 2.85
P 0.07 2.93 1.56
O -1.40 3.49 1.97
O 1.06 4.02 1.63
O -0.15 2.09 0.34
H 2.72 0.28 3.87
H -1.29 4.20 2.62
N -2.52 -0.42 0.49
C -3.39 0.47 0.70
C -4.08 1.01 -0.52
C -5.35 0.64 -0.93
C -5.86 1.13 -2.12
C -5.11 2.02 -2.89
C -3.85 2.40 -2.46
C -3.32 1.89 -1.29
C -3.78 1.03 2.02
C -4.71 2.07 2.10
C -5.07 2.59 3.34
C -4.49 2.09 4.49
C -3.55 1.07 4.42
C -3.20 0.54 3.19
H -5.93 -0.04 -0.33
H -6.85 0.84 -2.45
H -5.51 2.42 -3.81
H -3.26 3.10 -3.05
H -2.33 2.16 -0.95
H -5.13 2.48 1.20
H -5.78 3.40 3.39
H -4.76 2.50 5.46
H -3.08 0.69 5.31
H -2.43 -0.23 3.13
*
```

Mulliken population analysis, charges in e, atoms 1 to 5: number 1, Pd, carries 0.358; number 2, O, carries -0.573; number 3, C, carries 0.925; number 4, C, carries -0.306; number 5, C, carries -0.477

=====

(4)
C18H16Cl2N2O4 in the gas phase. Source: OMol25; level of theory: the ωB97M-V functional and the def2-TZVPD basis.

- Total energy: -2025.93725 hartree
- Energy relative to the best compared isomer or geometry (same formula, charge and spin): 831.6 kJ/mol
- HOMO level: -9.262 eV
- Largest force on an atom: 0.34078 Eh/bohr
- Frontier orbital gap: 8.989 eV

ORCA input file:
```
! wB97M-V def2-TZVPD RIJCOSX def2/J DEFGRID3
* xyz 0 1
C 0.24 2.35 0.08
N 1.32 1.36 -0.46
C 1.11 0.76 -1.60
O 0.04 0.80 -2.32
C 1.97 -0.65 -1.98
H 2.92 -0.30 -1.50
O 1.42 -1.65 -0.80
C 0.77 -2.49 -1.63
O 0.67 -2.74 -2.77
C 0.00 -3.24 -0.43
N -1.34 -2.25 -0.36
C -1.58 -1.32 0.37
O -0.70 -1.33 1.27
C -2.72 -0.57 0.23
C -2.85 0.11 -1.08
C -4.05 0.85 -1.06
C -4.99 0.68 -0.22
C -4.98 0.02 0.96
C -3.69 -0.56 1.04
Cl -3.72 -1.60 2.64
H -5.80 0.04 1.49
Cl -6.56 1.87 -0.41
H -4.06 1.60 -2.02
H -2.08 0.22 -1.47
H -1.89 -2.37 -1.42
H -0.14 -4.21 -0.68
H 0.46 -3.28 0.55
H 1.92 -0.63 -2.91
C 2.20 1.12 0.53
C 3.50 1.80 0.26
C 4.55 1.77 0.99
C 4.39 0.78 2.00
C 3.26 0.17 2.38
C 2.13 0.18 1.48
H 1.19 -0.28 1.68
H 3.18 -0.33 3.24
H 5.28 0.67 2.62
H 5.46 2.21 1.13
H 3.53 2.55 -0.65
H -0.44 2.10 0.98
H -0.45 2.42 -0.64
H 0.55 3.36 0.47
*
```

Mulliken population analysis, charges in e, atoms 1 to 5: number 1, C, carries -1.106; number 2, N, carries 0.414; number 3, C, carries 0.974; number 4, O, carries -0.724; number 5, C, carries -1.135

=====

(5)
C18H16Cl4FN3O2S2 in the gas phase. Source: OMol25; level of theory: the ωB97M-V functional and the def2-TZVPD basis.

- Total energy: -3747.15639 hartree
- Energy relative to the best compared isomer or geometry (same formula, charge and spin): 0.0 kJ/mol
- HOMO level: -8.877 eV
- Largest force on an atom: 0.11729 Eh/bohr
- Frontier orbital gap: 7.927 eV

ORCA input file:
```
! wB97M-V def2-TZVPD RIJCOSX def2/J DEFGRID3
* xyz 0 1
O 0.43 3.26 -0.74
O 1.45 3.61 1.60
F -8.61 -3.08 -0.90
S -3.86 0.80 0.26
Cl -8.16 -1.97 1.86
Cl -6.75 -4.02 -2.93
Cl -1.85 -2.36 2.99
Cl 2.63 0.81 2.90
C -2.88 -0.45 0.60
C 0.37 -0.56 2.62
C -5.69 -1.92 0.85
C -4.94 -2.85 -1.19
C -0.79 0.83 0.58
C -7.31 -2.84 -0.59
C -7.01 -2.23 0.64
C -6.34 -3.10 -1.53
C -0.91 -0.99 2.25
C 1.01 0.49 2.13
C -1.47 -0.20 1.16
C -4.60 -2.20 -0.02
C 0.43 1.15 1.02
N -3.25 -1.79 0.30
N 5.17 1.15 -1.50
N 2.65 2.12 -0.17
C 6.26 0.21 -1.53
C 3.85 0.49 -1.77
C 5.18 1.94 -0.23
C 2.66 1.45 -1.49
C 3.92 2.80 0.08
S 1.18 2.68 0.43
H 0.71 -1.08 3.58
H -5.59 -1.39 1.76
H -4.19 -3.28 -1.78
H -1.30 1.46 -0.13
H -2.68 -2.59 0.45
H 6.38 -0.21 -0.56
H 7.23 0.74 -1.81
H 6.05 -0.51 -2.27
H 3.74 0.29 -2.86
H 3.63 -0.44 -1.20
H 5.17 1.15 0.58
H 6.10 2.57 -0.08
H 2.59 2.24 -2.24
H 1.64 1.03 -1.73
H 3.90 3.09 1.19
H 3.91 3.68 -0.59
*
```

Mulliken population analysis, charges in e, atoms 1 to 5: number 1, O, carries -0.709; number 2, O, carries -0.708; number 3, F, carries -0.329; number 4, S, carries -0.237; number 5, Cl, carries -0.196

=====

(6)
C18H16ClFN4OS in the gas phase. Source: OMol25; level of theory: the ωB97M-V functional and the def2-TZVPD basis.

- Total energy: -1948.06055 hartree
- Energy relative to the best compared isomer or geometry (same formula, charge and spin): 0.0 kJ/mol
- HOMO level: -8.548 eV
- Largest force on an atom: 0.02428 Eh/bohr
- Frontier orbital gap: 9.143 eV

ORCA input file:
```
! wB97M-V def2-TZVPD RIJCOSX def2/J DEFGRID3
* xyz 0 1
C -1.28 -2.86 -1.65
N -1.50 -2.42 -0.30
C -2.56 -1.71 0.18
N -2.41 -1.48 1.46
N -1.25 -2.03 1.84
C -0.70 -2.60 0.80
C 0.65 -3.22 0.79
N 1.67 -2.18 0.80
C 2.06 -1.57 -0.35
O 1.72 -1.94 -1.45
C 2.95 -0.39 -0.11
C 4.33 -0.50 -0.20
C 5.17 0.59 -0.02
C 4.60 1.82 0.25
C 3.23 1.96 0.34
C 2.41 0.86 0.17
H 1.33 0.96 0.23
H 2.79 2.92 0.55
H 5.24 2.68 0.39
H 6.23 0.46 -0.10
F 4.88 -1.71 -0.44
H 1.86 -1.74 1.68
H 0.78 -3.84 1.68
H 0.79 -3.82 -0.11
S -3.87 -1.17 -0.81
C -4.32 0.32 0.17
C -3.20 1.30 0.13
C -2.37 1.49 1.23
C -1.30 2.36 1.16
C -1.06 3.05 -0.01
C -1.87 2.88 -1.12
C -2.93 2.00 -1.05
H -3.56 1.85 -1.91
H -1.66 3.42 -2.03
Cl 0.28 4.15 -0.10
H -0.66 2.50 2.02
H -2.56 0.94 2.13
H -4.52 -0.02 1.19
H -5.23 0.70 -0.30
H -1.96 -2.32 -2.31
H -0.25 -2.65 -1.94
H -1.48 -3.93 -1.74
*
```

Mulliken population analysis, charges in e, atoms 1 to 5: number 1, C, carries -0.774; number 2, N, carries 0.153; number 3, C, carries 0.611; number 4, N, carries -0.273; number 5, N, carries -0.823

=====

(7)
C18H16F5IrN3O16P2 as an isolated structure. Source: OMol25; level of theory: the ωB97M-V functional and the def2-TZVPD basis.

- Total energy: -3350.23355 hartree
- Energy relative to the best compared isomer or geometry (same formula, charge and spin): 68.0 kJ/mol
- HOMO level: -5.991 eV
- Largest force on an atom: 0.00927 Eh/bohr
- Frontier orbital gap: 7.668 eV

ORCA input file:
```
! wB97M-V def2-TZVPD RIJCOSX def2/J DEFGRID3
* xyz -1 1
Ir -0.12 -0.61 1.30
N 0.70 -2.48 1.56
C 1.92 -2.67 0.73
C 1.57 -2.57 -0.74
C 1.28 -1.17 -1.28
O 1.66 -0.89 -2.40
O 0.60 -0.34 -0.55
H 0.93 -2.58 2.55
H 0.05 -3.23 1.34
H 2.34 -3.65 0.95
H 2.63 -1.90 1.02
H 0.71 -3.19 -0.97
H 2.40 -2.95 -1.33
C -4.72 -2.36 3.04
C -3.68 -1.25 2.96
O -4.05 -0.21 3.87
P -2.04 -1.80 3.51
O -1.81 -3.25 2.88
O -2.17 -2.15 5.05
O -0.93 -0.83 3.27
P -3.41 -0.64 1.23
O -3.10 0.87 1.60
O -4.58 -0.84 0.38
O -2.08 -1.35 0.82
H -4.79 -2.77 4.04
H -4.49 -3.16 2.34
H -5.68 -1.93 2.75
H -3.74 0.62 3.47
H -2.00 -3.14 1.93
H -2.64 -1.44 5.51
H -2.15 1.16 1.45
O -0.14 3.34 0.15
C -0.64 2.24 0.00
O -0.75 1.38 1.00
C -1.27 1.92 -1.34
C -1.37 2.97 -2.24
C -1.97 2.75 -3.47
C -2.46 1.51 -3.86
C -2.33 0.49 -2.94
C -1.77 0.67 -1.69
N -2.79 -0.86 -3.32
O -3.42 -0.96 -4.36
O -2.52 -1.77 -2.58
N -2.08 3.87 -4.42
O -1.65 4.95 -4.08
O -2.59 3.64 -5.50
H -0.98 3.94 -1.98
H -2.91 1.36 -4.82
H -1.70 -0.18 -1.03
F 3.43 5.11 1.16
C 2.99 3.86 1.36
C 3.52 2.81 0.62
F 4.47 3.05 -0.29
C 3.06 1.52 0.83
F 3.60 0.53 0.12
C 2.08 1.23 1.78
O 1.67 -0.01 1.98
C 1.57 2.31 2.51
F 0.63 2.09 3.44
C 2.02 3.60 2.30
F 1.50 4.61 3.02
*
```

Mulliken population analysis, charges in e, atoms 1 to 5: number 1, Ir, carries 4.177; number 2, N, carries -0.632; number 3, C, carries -0.699; number 4, C, carries -0.762; number 5, C, carries 0.647

=====

(8)
C18H16F6N5O3S3SbV as an isolated structure. Source: OMol25; level of theory: the ωB97M-V functional and the def2-TZVPD basis.

- Total energy: -4173.28091 hartree
- Energy relative to the best compared isomer or geometry (same formula, charge and spin): 13.4 kJ/mol
- HOMO level (alpha / beta): -8.346 / -8.372 eV
- Largest force on an atom: 0.01661 Eh/bohr
- Frontier orbital gap (alpha / beta): 6.105 / 6.843 eV

ORCA input file:
```
! wB97M-V def2-TZVPD RIJCOSX def2/J DEFGRID3
* xyz 0 2
V -0.16 0.07 0.03
N -4.41 0.43 0.49
C -3.09 0.34 0.71
S -2.04 1.42 -0.20
N -2.65 -0.51 1.59
N -1.28 -0.46 1.67
C -0.74 -0.83 2.78
C 0.66 -0.67 3.09
C 1.18 -1.24 4.26
C 2.49 -1.02 4.62
C 3.30 -0.19 3.84
C 2.81 0.40 2.70
C 1.49 0.16 2.32
O 1.01 0.73 1.20
H -4.77 1.14 -0.13
H -5.04 -0.06 1.10
H -1.41 -1.22 3.54
H 0.54 -1.87 4.86
H 2.89 -1.48 5.51
H 4.33 -0.01 4.13
H 3.41 1.05 2.07
O 2.30 -3.25 1.53
C 1.85 -4.21 0.69
C 2.40 -5.48 0.86
C 2.00 -6.52 0.04
C 1.06 -6.31 -0.96
C 0.52 -5.06 -1.13
C 0.90 -3.99 -0.32
C 0.29 -2.66 -0.55
O 0.61 -1.68 0.26
N -0.55 -2.49 -1.51
N -0.96 -1.15 -1.57
C -1.46 -0.89 -2.74
S -1.49 -2.15 -3.95
C -2.34 -1.15 -5.20
C -1.90 0.29 -5.00
S -2.05 0.67 -3.24
H 1.86 -2.41 1.31
H 3.13 -5.62 1.64
H 2.44 -7.50 0.18
H 0.75 -7.13 -1.60
H -0.21 -4.87 -1.90
H -3.42 -1.26 -5.08
H -2.04 -1.53 -6.17
H -2.55 0.99 -5.54
H -0.87 0.44 -5.30
F 1.36 0.22 -1.38
Sb 1.86 1.89 -2.35
F 0.97 1.12 -3.83
F 3.45 1.05 -2.88
F 2.16 3.50 -3.25
F 2.67 2.49 -0.77
F 0.19 2.46 -1.64
*
```

Mulliken population analysis, charges in e, atoms 1 to 5: number 1, V, carries 0.182; number 2, N, carries -0.394; number 3, C, carries 0.739; number 4, S, carries -0.558; number 5, N, carries -1.318